Entry from OMol25: C5H11F6N6O7RhS as an isolated structure at a distorted geometry (the ωB97M-V functional and the def2-TZVPD basis).

Computed properties:
* ΔE to the lowest compared entry with this formula, charge and spin: 0.816 eV
* electronic energy: -58783.44252 eV
* total charge: 0
* E_LUMO: -0.70 eV
* HOMO: -9.9 eV

Last column: natural (NBO) charge in e.
Geometry (Å):
Rh  -0.452  0.441  0.304  1.18
S  -0.735  0.970  2.805  2.55
F  -1.239  -2.641  -2.754  -0.32
F  -0.101  -4.345  -2.064  -0.32
F  2.385  -2.118  -0.763  -0.33
F  1.587  -3.969  0.028  -0.31
F  0.914  -2.652  -2.949  -0.31
F  1.385  -2.127  1.146  -0.33
O  -0.080  -0.980  -1.016  -0.75
O  -1.442  0.923  4.039  -0.93
O  0.706  1.193  2.937  -1.05
O  -0.946  -0.396  2.053  -0.91
O  -1.259  1.887  1.715  -0.97
O  -0.530  4.288  -1.442  -0.43
O  -1.706  2.541  -1.865  -0.38
N  -2.433  0.321  -0.113  -0.90
N  0.198  2.230  -0.838  -0.47
N  -0.721  3.080  -1.408  0.65
N  1.643  0.528  0.549  -0.59
N  1.663  4.012  -0.213  -0.76
N  2.096  1.840  0.354  -0.41
C  -1.130  -2.902  0.121  -0.67
C  1.285  2.742  -0.245  0.65
C  -0.013  -2.332  -0.756  0.10
C  -0.097  -3.003  -2.148  0.97
C  1.346  -2.661  -0.092  0.95
H  2.427  4.296  0.374  0.41
H  -2.077  -2.820  -0.414  0.22
H  -2.736  -0.646  -0.142  0.40
H  1.033  4.693  -0.612  0.45
H  -2.921  0.817  0.628  0.42
H  2.106  -0.106  -0.097  0.41
H  -2.610  0.773  -1.005  0.42
H  2.842  2.161  0.950  0.41
H  -1.180  -2.346  1.054  0.26
H  -0.962  -3.953  0.344  0.24
H  1.754  0.261  1.533  0.46